Computed, not measured: C23H40N3O6PrS2 as an isolated structure at a distorted geometry, with ωB97M-V/def2-TZVPD.

Output
Total energy, eV: -77000.4376
LUMO level (spin up / spin down), eV: 0.3 / 0.3
Energy relative to the best compared isomer or geometry (same formula, charge and spin), eV: 0.000
2S+1: 3
Gap between HOMO and LUMO (spin up / spin down), eV: 7.23 / 7.25
<S²>: 2.0017

```
75
Properties=species:S:1:pos:R:3:mulliken_charge:R:1
Pr 0.679 0.403 0.214 1.5259
S 3.193 0.934 -1.212 -0.5658
S -2.868 -0.091 0.008 1.0316
O 1.896 -1.710 -1.807 -0.4204
O -0.425 -0.408 -1.623 -0.4236
O -1.408 -2.238 -2.424 -0.7444
O 1.774 2.147 1.499 -0.7010
O 0.554 2.713 -0.211 -0.6883
O -1.767 0.666 0.747 -0.8746
N 2.471 -1.375 1.190 0.1692
N -0.310 -2.077 1.139 0.1432
N 0.614 -0.039 2.921 -0.0212
C -0.431 -1.517 -2.278 -0.2538
C 5.071 4.532 -1.388 -0.5064
C -3.291 0.866 -1.468 -1.1617
C 3.638 2.630 -0.976 0.8391
C 2.830 3.466 -0.193 -0.1872
C 1.252 -0.914 -4.012 -1.7779
C 2.960 -0.759 2.427 -0.9046
C 0.987 -3.326 -3.346 -1.7402
C 3.129 4.805 -0.010 -0.4547
C 4.258 5.346 -0.611 -0.6355
C 1.643 2.812 0.429 0.5047
C 0.683 -3.083 0.750 0.0341
C -5.163 -2.225 0.868 -1.1681
C -2.720 2.279 -1.486 0.1644
C -0.608 -0.764 3.266 -0.8606
C -3.332 3.226 -0.467 -1.4252
C 0.946 -1.882 -2.879 2.0084
C 4.765 3.192 -1.571 -0.6775
C -4.323 0.178 1.039 -1.0614
C -0.678 -2.119 2.561 -0.8482
C 1.852 -0.619 3.465 -0.8833
C -5.476 -0.749 0.663 -0.3339
C 2.077 -2.785 1.303 -1.0627
H -1.129 -2.191 0.552 0.1233
H -3.099 2.913 0.551 0.2213
H 2.227 -0.024 4.302 0.5016
H -5.777 -0.567 -0.373 0.2162
H 4.498 6.393 -0.475 0.3883
H 2.789 -3.425 0.776 0.5463
H 3.354 0.224 2.162 0.3291
H -6.054 -2.835 0.722 0.3938
H -4.605 1.230 0.999 0.4030
H -4.402 -2.581 0.173 0.2963
H -2.926 4.230 -0.594 0.4282
H 1.614 -1.599 3.886 0.3018
H 3.169 -1.245 0.465 0.3444
H 2.643 -1.188 -2.134 0.2370
H 0.545 0.935 3.186 0.4310
H -4.383 0.871 -1.526 0.6470
H 0.395 -4.091 1.082 0.5504
H 1.970 -3.546 -3.765 0.3953
H 0.718 -3.100 -0.337 -0.5674
H 0.509 -1.019 -4.804 0.4347
H -1.639 2.238 -1.356 -0.1195
H 5.401 2.566 -2.183 0.4312
H -4.419 3.290 -0.575 0.3378
H -1.444 -0.140 2.956 0.2020
H -4.801 -2.410 1.883 0.2600
H 2.483 5.427 0.597 0.4754
H -6.334 -0.457 1.272 0.4245
H 2.132 -3.082 2.353 0.3857
H -3.964 -0.039 2.048 0.4159
H 0.227 -3.510 -4.104 0.3422
H 0.798 -4.005 -2.515 0.2536
H 2.232 -1.142 -4.440 0.4623
H 3.777 -1.338 2.881 0.4841
H -0.700 -0.939 4.347 0.4504
H -1.685 -2.529 2.694 0.4735
H -0.012 -2.824 3.065 0.4259
H 5.954 4.944 -1.861 0.3761
H 1.256 0.113 -3.649 0.3728
H -2.897 0.273 -2.293 0.3040
H -2.890 2.656 -2.498 0.5824
```

***

Computed, not measured: C23H41BeClFN3NaO4P as an isolated structure at a distorted geometry, with ωB97M-V/def2-TZVPD.

Output
Total energy, eV: -66500.9767
LUMO level, eV: -10.8
2S+1: 1
Gap between HOMO and LUMO, eV: 2.29
Charge: +2

```
76
Properties=species:S:1:pos:R:3:mulliken_charge:R:1
Cl -4.721 5.650 0.692 -0.1475
P -4.278 0.012 0.652 0.3366
Na -0.383 1.617 0.013 0.8895
F -0.586 -1.444 0.489 -0.8074
O -4.760 0.730 -1.961 -0.5319
O -2.810 -0.287 0.075 -0.2606
O -7.907 2.722 -2.036 -0.5539
O -5.087 -1.392 0.623 -0.4313
N -5.807 3.218 -1.156 0.1220
N 4.257 -1.953 0.747 0.5270
N -7.250 -0.107 -1.196 -0.6684
C -0.861 3.355 -3.463 -0.4550
C -2.768 3.402 -1.879 1.3841
C -3.307 3.109 -0.452 0.2548
C 5.762 -2.162 0.704 -0.6246
C 5.513 -3.300 4.262 -1.2150
C -4.776 2.607 -0.351 -0.4241
C -1.419 3.074 -2.227 0.6196
C -2.945 4.300 -4.112 -1.0898
C -6.615 1.112 -0.672 -0.2255
C 3.657 -2.123 -0.643 -0.8987
C 2.643 -0.162 0.313 -0.0168
C -3.506 4.031 -2.878 0.0445
C 3.379 -2.423 3.151 -1.0639
C -6.942 2.452 -1.402 -0.0989
C -5.152 2.933 1.160 -0.6922
C 3.570 -2.901 1.719 -0.4198
C 3.952 -0.484 1.027 -1.1005
C 5.950 -4.746 0.317 -1.2336
C -5.077 1.102 -0.617 0.3788
C 6.273 -3.325 -0.143 -0.3709
C -1.650 3.977 -4.428 -0.6895
C 4.625 -2.092 3.976 -0.3434
C 2.356 -1.342 -0.609 -0.7021
Be 1.875 1.925 -3.367 0.1050
H 2.695 -1.569 3.164 0.2667
H -4.919 -0.225 -2.037 0.5452
H 4.907 -5.008 0.135 0.2997
H 0.205 3.110 -3.674 -0.1159
H -7.124 1.236 0.308 0.4374
H 2.047 -1.029 -1.606 0.4539
H -7.297 -0.735 -0.392 0.3138
H 6.186 -1.252 0.280 0.3248
H -6.063 2.423 1.501 0.3545
H 3.930 -0.286 2.092 0.3795
H 2.835 -3.216 3.672 0.5715
H 5.966 -3.208 -1.184 0.2612
H 2.584 -3.118 1.306 0.3675
H 3.522 -3.181 -0.852 0.4060
H -1.193 4.213 -5.385 0.4138
H -8.231 0.128 -1.353 0.3491
H 5.917 -3.742 3.349 0.1306
H 4.356 -1.678 -1.351 0.5265
H -4.521 4.347 -2.690 0.4118
H 4.291 -1.685 4.933 0.5033
H 4.960 -4.075 4.795 0.3880
H -3.515 4.817 -4.883 0.3918
H -2.818 -0.243 -0.902 0.4179
H 4.758 0.105 0.597 0.4013
H 6.555 -5.459 -0.241 0.4455
H -3.192 4.002 0.181 0.4653
H -0.765 2.616 -1.463 -0.8166
H 7.361 -3.227 -0.154 0.4430
H -5.204 4.126 1.324 0.0654
H 6.358 -3.005 4.884 0.3738
H 5.216 -1.302 3.505 0.2091
H -5.840 4.225 -1.264 0.4634
H -4.749 -1.980 -0.079 0.3748
H 4.122 -3.835 1.710 0.3321
H 1.822 -0.013 1.016 0.1681
H 1.539 -1.943 -0.201 0.1823
H -4.293 2.594 1.771 0.5711
H 2.752 0.767 -0.255 0.3337
H 6.174 -4.886 1.376 0.2580
H 6.114 -2.234 1.731 0.3854
H -2.651 2.339 0.009 -0.6514
```

***

Computed, not measured: a 10-piece molecular cluster, C23H41Cl3O34S7 overall at a distorted geometry, with ωB97M-V/def2-TZVPD.

Output
Total energy, eV: -207532.9005
LUMO level, eV: 0.2
Energy relative to the best compared isomer or geometry (same formula, charge and spin), eV: 0.845
2S+1: 1
Gap between HOMO and LUMO, eV: 10.74
Structure (SMILES): C[C@H]1COC(=O)O1.C[C@H]1COC(=O)O1.O=S1(=O)OCCO1.O=S1(=O)OCCO1.O=S1(=O)OCCO1.O=S1(=O)OCCO1.O=S1(=O)OCCO1.O=S1(=O)OCCO1.O=S1(=O)OCCO1.ClC(Cl)Cl

```
108
Properties=species:S:1:pos:R:3:mulliken_charge:R:1
Cl -2.128 -4.577 -2.224 -0.0528
Cl 0.601 -5.568 -2.481 -0.0960
Cl -0.656 -4.400 -4.831 -0.1210
S -1.910 5.741 -3.350 0.9884
S -0.924 3.555 0.778 0.7164
S -0.378 -4.930 1.716 1.0184
S 3.448 -1.152 2.439 0.9643
S 2.972 -2.418 -6.086 1.0689
S 4.302 3.410 -1.733 0.9181
S -0.762 0.384 -2.516 0.9077
O -1.964 0.422 -1.364 -0.3230
O 0.184 -6.386 1.098 -0.4125
O -0.776 6.639 -2.379 -0.2856
O -1.173 -0.322 -3.802 -0.6023
O -3.271 6.157 -3.051 -0.5466
O 3.182 -0.752 -5.863 -0.3905
O 2.410 -0.583 1.316 -0.1018
O -0.257 -3.935 0.658 -0.1377
O -4.554 -0.677 1.978 -0.1284
O -0.171 4.780 1.093 -0.6524
O 0.938 -4.875 2.791 -0.2775
O -2.091 3.734 -0.416 -0.1809
O 4.242 -3.137 -6.216 -0.5488
O 4.668 -0.206 1.924 -0.3909
O -6.049 -1.699 3.220 -0.3806
O 3.652 -2.573 2.128 -0.5460
O -1.567 4.289 -3.292 -0.2730
O -0.242 1.747 -2.699 -0.2601
O 2.938 -0.787 3.782 -0.5733
O 5.095 3.632 -0.523 -0.5485
O -0.160 -2.722 4.649 -0.2772
O 4.007 4.811 -2.647 -0.4473
O 1.918 -2.751 -7.097 -0.5214
O -1.610 -5.137 2.362 -0.5810
O 2.755 3.366 -1.252 -0.0721
O -1.362 6.428 -4.702 -0.3508
O 0.147 -0.536 -1.531 -0.0684
O -1.353 -1.716 2.893 -0.3102
O 2.536 -2.591 -4.482 -0.2895
O 4.497 2.321 -2.658 -0.4705
O -0.248 2.332 0.510 -0.0376
O -5.901 0.549 3.245 -0.6231
O -0.538 -0.555 4.726 -0.2524
O -2.066 3.318 1.938 -0.3529
C -3.401 3.376 1.447 -0.1691
C 0.365 -2.374 5.938 0.3311
C -0.699 -1.658 3.986 0.3017
C -0.959 -5.321 -3.244 -0.2092
C 2.604 -1.348 -3.846 0.1679
C 2.902 0.549 0.560 0.5407
C 1.627 -6.343 1.228 -0.5697
C 0.422 -0.828 5.674 -0.3921
C 1.834 4.255 -1.799 0.3205
C -5.570 -0.550 2.841 0.5543
C -0.208 7.724 -3.029 -0.1998
C -5.277 -2.768 2.646 0.5883
C -1.916 -0.654 -0.421 0.0026
C 3.595 -0.460 -4.571 -0.2371
C -0.742 7.681 -4.554 -0.3468
C -6.223 -3.908 2.107 -1.3139
C -3.292 4.236 0.123 -0.5436
C 2.776 5.442 -2.248 -0.2707
C 2.103 -5.755 2.580 -0.0912
C -0.551 -1.367 -0.707 0.4721
C -4.393 -2.063 1.627 0.0738
C 1.732 -2.979 6.063 -0.9827
C 4.138 0.987 1.303 -0.4746
H -4.689 -3.137 3.486 0.3376
H 0.265 -0.424 6.674 0.3972
H -0.591 8.662 -2.628 0.2571
H 1.801 -4.061 5.952 0.2852
H 1.408 -0.475 5.371 0.1874
H 2.159 1.344 0.628 -0.0931
H 1.551 -1.084 -3.942 0.0286
H 2.277 5.956 -3.069 0.2218
H -0.748 -2.316 -1.206 -0.1614
H -3.712 2.442 0.979 0.1194
H 4.869 1.564 0.737 0.2984
H 1.974 -5.861 0.314 0.1648
H -5.650 -4.813 2.310 0.3124
H 4.598 -0.883 -4.633 0.3436
H -1.284 -6.275 -3.660 0.4334
H -4.071 3.701 2.243 0.3500
H -3.049 5.282 0.308 0.3358
H 2.347 -2.639 6.897 0.3785
H 0.868 7.730 -2.853 0.1950
H -1.883 -0.038 0.478 0.2098
H 3.039 -5.207 2.477 0.2460
H -0.232 -2.636 6.811 0.2821
H -0.096 -1.415 0.282 -0.0145
H 3.016 0.130 -0.440 -0.1336
H 2.014 -7.358 1.132 0.4190
H -4.561 -2.275 0.571 0.2026
H -3.329 -2.298 1.668 -0.2175
H 2.792 -1.334 -2.772 0.0693
H -6.435 -3.764 1.047 0.3779
H 0.130 7.668 -5.209 0.2942
H 2.294 -2.514 5.253 0.0757
H -1.355 8.574 -4.677 0.2998
H 3.058 6.206 -1.522 0.3247
H 1.272 3.907 -2.665 0.1439
H -4.199 4.218 -0.483 0.3940
H -7.124 -3.901 2.720 0.3541
H -2.783 -1.304 -0.540 -0.1784
H 3.785 1.635 2.105 0.3922
H 2.102 -6.592 3.279 0.2814
H 1.193 4.517 -0.957 -0.1448
H 3.733 0.563 -4.221 0.2808
```